1.
DFT (ωB97M-V/def2-TZVPD) results for C4H7NO as an isolated structure.

Calculated values
- Energy relative to the best compared isomer or geometry (same formula, charge and spin): 6.5517 eV
- E: -286.39088 hartree

Last column: Mulliken charge in e.
Geometry (Å):
O: 2.39 -0.70 -0.37  -0.37
N: 1.67 0.47 -0.18  -0.58
C: 0.44 0.23 0.00  0.38
C: -0.31 -1.07 -0.06  -0.25
C: -1.73 -0.50 -0.22  -0.75
C: -0.58 1.30 0.18  -0.58
H: 3.29 -0.38 -0.54  0.37
H: 0.01 -1.68 -0.92  0.33
H: -0.14 -1.66 0.85  0.31
H: -1.54 0.86 -0.42  0.31
H: -2.20 -0.47 0.78  0.17
H: -0.40 2.23 -0.37  0.38
H: -0.82 1.51 1.23  0.29

2.
DFT (ωB97M-V/def2-TZVPD) results for C27H41NP2Zn as an isolated structure in a non-equilibrium geometry.

Calculated values
- Energy relative to the best compared isomer or geometry (same formula, charge and spin): 0.0000 eV
- E: -3570.10114 hartree

Last column: Mulliken charge in e.
Geometry (Å):
P: 0.20 -2.08 -4.43  1.18
P: 0.25 0.95 -4.30  0.82
C: -0.13 -1.21 -6.06  -1.17
C: 0.45 0.20 -6.03  -1.12
H: -1.23 -1.20 -6.22  0.42
H: 0.34 -1.81 -6.86  0.51
H: 1.53 0.20 -6.26  0.42
H: -0.07 0.86 -6.75  0.50
C: -1.39 1.72 -4.65  -1.50
H: -1.61 2.46 -3.87  0.37
H: -2.18 0.96 -4.66  0.33
H: -1.34 2.22 -5.63  0.48
C: 1.31 2.42 -4.62  -1.36
H: 0.97 2.92 -5.54  0.39
H: 2.35 2.10 -4.72  0.37
H: 1.21 3.11 -3.76  0.39
C: -0.88 -3.54 -4.72  -1.48
H: -0.71 -4.25 -3.90  0.39
H: -0.60 -3.99 -5.69  0.40
H: -1.93 -3.22 -4.74  0.36
C: 1.81 -2.82 -4.92  -1.54
H: 2.59 -2.05 -4.93  0.33
H: 1.69 -3.25 -5.92  0.48
H: 2.07 -3.60 -4.20  0.37
Zn: 0.50 0.04 2.65  -0.04
C: 0.75 0.49 0.17  -0.84
C: -0.59 0.50 0.03  0.37
C: -1.37 -0.22 -1.02  -0.06
C: -1.78 -1.69 -0.73  -0.74
C: -0.72 -2.70 -0.41  -0.58
C: 0.59 -2.61 -0.64  -0.48
C: 1.30 -1.54 -1.40  1.37
C: 1.75 -0.25 -0.65  -0.91
C: 0.51 -1.89 3.00  -1.06
H: 1.25 1.18 0.89  0.71
H: -1.19 1.08 0.74  0.32
H: -0.89 -0.17 -2.00  -1.06
H: -2.32 0.33 -1.14  0.61
H: -2.50 -1.71 0.11  0.46
H: -2.36 -2.03 -1.61  0.39
H: -1.10 -3.58 0.13  0.40
H: 1.25 -3.40 -0.23  0.40
H: 0.70 -1.24 -2.28  -1.82
H: 2.22 -1.98 -1.80  0.62
H: 2.58 -0.53 0.02  0.35
H: 2.19 0.40 -1.43  0.33
H: 1.28 -2.06 3.76  0.40
H: 0.72 -2.50 2.10  0.33
H: -0.47 -2.19 3.41  0.26
C: -0.18 5.33 4.05  -0.48
C: -0.10 4.61 2.84  -0.77
C: -0.07 3.22 2.86  -0.53
C: -0.12 2.53 4.10  1.00
C: -0.20 3.26 5.31  -0.51
C: -0.22 4.66 5.28  -0.67
N: -0.12 1.16 4.13  0.01
C: -0.30 0.44 5.32  -0.48
C: 0.81 0.17 6.16  0.40
C: 0.66 -0.65 7.27  -0.79
C: -0.60 -1.19 7.58  -0.37
C: -1.71 -0.93 6.75  -0.72
C: -1.56 -0.14 5.62  0.25
H: -0.20 6.42 4.03  0.34
H: -0.08 5.14 1.89  0.38
H: -0.03 2.65 1.93  0.26
H: -0.24 2.71 6.25  0.36
H: -0.28 5.19 6.23  0.35
H: 1.78 0.58 5.86  0.40
H: 1.53 -0.85 7.90  0.36
H: -0.71 -1.83 8.45  0.38
H: -2.69 -1.35 6.98  0.39
H: -2.37 0.03 4.91  0.39

3.
DFT (ωB97M-V/def2-TZVPD) results for an isolated ion of composition C5H11N4OS and charge +1 in a non-equilibrium geometry.

Calculated values
- Energy relative to the best compared isomer or geometry (same formula, charge and spin): 4.1603 eV
- Charge: +1
- E: -889.14594 hartree

Last column: Mulliken charge in e.
Geometry (Å):
C: 0.64 -1.76 -2.96  0.17
C: -0.53 0.34 0.66  0.65
C: -0.52 -1.90 -2.05  -0.47
C: -0.44 1.62 2.75  -0.89
C: 1.63 1.00 1.51  -0.91
N: 0.96 -0.80 -3.66  -0.43
N: -0.02 -0.16 -0.50  0.02
N: 0.19 0.89 1.62  0.04
N: -0.88 -0.57 -1.53  -0.41
O: -1.79 0.20 0.94  -0.56
S: -1.12 0.56 -2.84  -0.01
H: 1.18 -2.69 -2.89  0.38
H: -1.53 -2.24 -2.42  0.30
H: -0.34 -2.43 -1.06  0.34
H: 0.19 1.53 3.54  0.37
H: -0.64 2.67 2.41  0.34
H: -1.50 1.10 2.81  0.30
H: 1.86 1.45 2.40  0.27
H: 2.07 -0.09 1.38  0.36
H: 2.02 1.34 0.53  0.37
H: 0.95 0.24 -0.81  0.29
H: -2.38 -0.29 0.17  0.48

4.
DFT (ωB97M-V/def2-TZVPD) results for an isolated ion of composition C6H16N3 and charge +1 in a non-equilibrium geometry.

Calculated values
- Energy relative to the best compared isomer or geometry (same formula, charge and spin): 3.2012 eV
- Charge: +1
- E: -402.09814 hartree
- SMILES string: C/C=C(/NC)[N@@H+](C)CN

Last column: Mulliken charge in e.
Geometry (Å):
C: 0.01 0.92 1.72  -0.33
C: -0.20 0.20 0.56  0.09
C: 1.26 0.80 2.54  -1.29
C: -2.38 1.60 -0.44  -1.03
C: 0.08 -2.13 0.02  -0.71
C: 0.69 -0.24 -1.62  -0.52
N: 1.57 -1.07 -2.27  -0.46
N: -1.80 0.29 -0.32  -0.37
N: 0.53 -0.71 -0.17  0.29
H: -0.78 1.48 2.18  0.38
H: 2.14 1.45 2.18  0.31
H: 1.16 1.16 3.58  0.36
H: 1.63 -0.26 2.71  0.32
H: -2.69 2.02 0.39  0.44
H: -1.58 2.26 -0.86  0.31
H: -3.29 1.40 -0.93  0.36
H: 0.75 -2.64 0.77  0.32
H: -0.92 -2.19 0.28  0.29
H: 0.28 -2.59 -0.96  0.34
H: 1.02 0.81 -1.73  0.37
H: -0.27 -0.15 -2.13  0.48
H: 2.60 -0.90 -2.20  0.21
H: 1.38 -1.47 -3.10  0.19
H: -2.43 -0.27 0.25  0.24
H: 1.41 -0.69 0.25  0.41

5.
DFT (ωB97M-V/def2-TZVPD) results for a 2-piece molecular cluster, C5H13NSi overall in a non-equilibrium geometry.

Calculated values
- Energy relative to the best compared isomer or geometry (same formula, charge and spin): 5.4941 eV
- E: -542.36730 hartree

Last column: Mulliken charge in e.
Geometry (Å):
C: -1.42 -0.58 1.86  -0.09
C: -1.58 -0.19 0.66  0.02
C: -0.28 -0.08 2.79  -1.18
C: -2.73 -0.71 -0.27  -0.88
C: 1.73 -0.27 -2.70  -0.93
N: 1.92 2.06 -0.75  -0.43
Si: 1.89 0.31 -0.91  0.16
H: -2.04 -1.31 2.30  0.35
H: 0.56 -0.82 2.68  0.24
H: 0.22 0.80 2.33  0.23
H: -0.56 -0.03 3.73  0.46
H: -2.43 -1.60 -0.92  0.21
H: -3.48 -1.11 0.53  0.26
H: -3.27 -0.04 -0.98  0.30
H: 2.26 -1.26 -2.78  0.25
H: 0.68 -0.25 -3.10  0.32
H: 2.09 0.51 -3.33  0.34
H: 1.17 2.56 -1.03  0.23
H: 2.52 2.61 -0.14  0.22
H: 2.73 -0.60 0.02  -0.07

6.
DFT (ωB97M-V/def2-TZVPD) results for C22H28BFeN7 as an isolated structure in a non-equilibrium geometry.

Calculated values
- Energy relative to the best compared isomer or geometry (same formula, charge and spin): 1.8104 eV
- E: -2526.95084 hartree
- Spin multiplicity: 5

Last column: Mulliken spin population.
Geometry (Å):
Fe: 0.64 0.64 -0.66  3.79
C: 2.14 2.12 2.35  0.02
C: 1.15 1.16 2.43  0.01
C: 0.64 0.61 3.66  0.00
C: -0.30 -0.32 3.31  0.01
C: -1.13 -1.17 4.21  0.00
N: -0.39 -0.36 1.97  0.00
N: 0.51 0.55 1.41  0.10
B: -1.23 -1.23 1.07  -0.15
N: -0.32 -2.10 0.17  0.02
N: 0.62 -1.54 -0.64  0.05
C: 1.27 -2.55 -1.22  0.00
C: 2.40 -2.32 -2.18  0.01
C: 0.74 -3.77 -0.79  0.00
C: -0.26 -3.44 0.10  0.01
C: -1.14 -4.35 0.89  0.00
N: -2.10 -0.33 0.15  0.02
N: -1.55 0.58 -0.69  0.05
C: -2.56 1.22 -1.28  0.00
C: -2.34 2.32 -2.27  0.00
C: -3.77 0.72 -0.82  0.00
C: -3.44 -0.26 0.10  0.01
C: -4.35 -1.12 0.92  0.00
H: 2.57 2.56 3.23  0.00
H: 3.61 2.77 1.11  0.00
H: 2.31 3.75 1.11  0.00
H: 0.94 0.89 4.65  0.00
H: -0.90 -0.94 5.24  0.00
H: -2.20 -1.00 4.05  0.00
H: -0.95 -2.23 4.03  0.00
H: -1.94 -1.94 1.72  0.00
H: 2.72 -1.29 -2.13  -0.01
H: 3.24 -2.97 -1.93  0.00
H: 2.09 -2.55 -3.20  0.00
H: 1.05 -4.76 -1.08  0.00
H: -0.92 -5.38 0.63  0.00
H: -0.98 -4.22 1.96  0.00
H: -2.20 -4.16 0.69  0.00
H: -1.28 2.48 -2.41  0.00
H: -2.79 2.07 -3.23  0.00
H: -2.79 3.25 -1.92  0.00
H: -4.77 1.04 -1.10  0.00
H: -5.38 -0.89 0.67  0.00
H: -4.18 -2.18 0.73  0.00
H: -4.20 -0.94 1.98  0.00
C: 2.18 1.02 -3.04  -0.02
C: 1.09 2.00 -3.07  0.02
C: 1.17 3.15 -2.37  0.00
C: 2.11 3.28 -1.27  -0.01
C: 3.27 2.22 -1.21  -0.01
C: 3.28 1.23 -2.29  -0.01
H: 2.17 0.26 -3.80  0.00
H: 0.36 1.90 -3.86  0.01
H: 0.54 4.00 -2.62  0.01
H: 2.36 4.30 -0.97  0.00
H: 4.25 2.57 -0.88  0.00
H: 4.19 0.68 -2.48  0.01
N: 2.59 2.77 1.10  0.02
C: 2.14 2.20 -0.22  0.01